No. 1
26
Properties=species:S:1:pos:R:3:forces:R:3 method="wB97M-V/def2-TZVPD" molar_mass_g_mol=177.23 charge=+1 smiles=CC(C)(C)c1[nH+]cc2nccnn12 e_tot_ev=-15494.3094
C -0.7060 -2.4110 0.3389 -2.3 -2.8 1.2
C -1.7377 -1.6009 -0.1389 0.6 0.0 -0.4
C 0.4401 -0.4781 0.1421 -4.6 1.6 -1.8
C -3.7800 -0.9275 -0.9028 2.1 1.4 -0.7
C -3.1966 0.3695 -1.2033 0.8 0.0 0.2
C 2.0340 1.0052 -1.1717 -1.0 -0.4 0.2
C 2.4297 0.2037 1.2584 3.2 -1.0 1.8
C 0.6496 1.9353 0.8790 -0.6 -0.6 -0.9
C 1.3694 0.6814 0.2893 0.8 0.6 -1.4
N -3.0685 -1.8519 -0.3760 0.7 -1.3 0.3
N -1.9412 0.6152 -0.9401 0.0 0.7 -0.6
N -1.2191 -0.3843 -0.4842 4.2 -1.0 2.7
N 0.4203 -1.7137 0.5597 -0.1 1.7 -1.0
H -0.7766 -3.4700 0.7196 0.0 1.6 -0.7
H -4.7194 -1.1208 -1.3181 -1.7 -0.5 0.1
H -3.7233 1.1920 -1.6878 -0.1 -0.3 0.3
H 2.6844 1.9061 -1.1557 -0.4 -0.7 0.3
H 2.5952 0.1068 -1.4379 0.3 0.3 0.0
H 1.3037 1.1340 -2.0363 0.5 0.0 1.5
H 3.1301 1.0463 1.6497 -1.2 -1.2 -1.2
H 2.0239 -0.1658 2.2565 0.1 0.2 -1.3
H 3.1794 -0.6336 0.8433 -1.8 1.7 0.7
H 0.5204 2.6086 0.0251 -0.1 0.2 0.5
H -0.3522 1.5864 1.1756 0.4 0.7 0.4
H 1.2058 2.4368 1.6919 -0.3 -0.5 -0.4
H 1.2347 -2.0700 1.0236 0.4 -0.4 0.2


No. 2
40
Properties=species:S:1:pos:R:3:forces:R:3 method="wB97M-V/def2-TZVPD" molar_mass_g_mol=884.52 charge=+2 multiplicity=3 s2=2.238 e_tot_ev=-246304.8744
W -3.7690 -1.4824 1.9980 -2.4 -0.1 0.3
Se -4.1350 0.5846 2.9740 0.2 -0.6 -0.6
Se -3.8257 -3.3680 3.4833 0.8 1.2 -1.1
Te -1.5030 -2.4499 1.6785 0.4 -0.4 -0.8
Se -5.0625 -1.6844 0.0777 0.5 0.3 0.9
N -0.0570 -1.5812 3.4276 0.6 -3.9 0.4
C 1.0994 -0.6756 3.5487 -0.7 0.0 1.6
P 0.5023 0.9665 4.0284 -1.7 3.3 -3.0
O -0.9995 1.0489 4.6236 -1.5 -1.1 -1.6
O 1.4584 1.6674 4.8397 1.3 0.2 1.2
C 0.1788 1.8023 2.3179 -0.2 0.1 0.4
N -1.0217 2.6935 2.3408 0.5 -0.3 0.3
H 0.3167 -2.5995 3.4178 -0.4 2.0 0.5
H -0.7865 -1.5824 4.1462 0.6 0.6 0.4
H 3.8170 -0.9933 -0.4376 0.2 0.8 -1.0
H 1.5983 -0.6521 2.5988 0.4 0.3 -0.4
H 1.7941 -0.9558 4.3835 -0.5 -0.2 -0.8
H -0.2330 1.0025 1.6710 1.3 0.1 -0.2
H 1.1805 2.3022 2.0025 -1.7 -1.1 0.2
H -0.8461 3.4970 2.9275 -0.1 0.3 0.1
H -1.7216 1.2690 3.9027 2.3 0.0 1.6
H -1.2782 3.0412 1.4083 0.4 -0.3 0.5
O 3.4724 -0.6856 -1.3170 -0.8 -0.3 1.9
C 2.1725 -0.3236 -1.0601 1.4 -2.1 -1.8
O 1.7543 0.0354 -0.0021 -0.3 0.1 1.0
C 1.3676 -0.5399 -2.3071 0.6 -1.0 1.8
C 0.0466 -0.2134 -2.1582 -1.8 2.6 -0.7
C -0.6042 0.2690 -3.3053 2.8 -2.2 -1.1
C -0.0026 0.0212 -4.5487 -2.3 1.1 -1.2
C 1.2674 -0.4932 -4.6051 -0.4 -1.0 0.7
C 1.9568 -0.9593 -3.5030 -0.4 1.9 0.3
N 1.9020 -0.5331 -5.8706 1.0 -0.4 -3.5
O 1.1434 -0.4326 -6.8750 2.5 -0.3 2.2
O 3.1494 -0.6458 -5.8522 -2.8 0.2 -0.6
N -1.7484 1.0673 -3.2363 -2.9 1.3 -2.2
O -2.3329 1.0427 -2.1637 -0.4 0.5 0.0
O -2.1229 1.6911 -4.2737 1.1 -1.6 3.1
H -0.4727 0.0115 -1.2118 0.9 -0.1 -0.3
H -0.6020 0.2220 -5.5134 1.4 0.0 1.7
H 2.9463 -1.3842 -3.5556 0.1 0.2 -0.1


No. 3
28
Properties=species:S:1:pos:R:3:forces:R:3 method="wB97M-V/def2-TZVPD" molar_mass_g_mol=205.25 charge=+1 e_tot_ev=-18474.8295
C -2.7846 -1.7388 2.7276 -0.5 -1.1 0.6
C -2.3363 0.5757 1.8166 0.7 -0.1 1.2
C -1.9727 -0.8024 2.0304 -0.7 1.3 -0.7
C -0.7913 -0.9255 1.3640 0.5 -2.0 0.1
C -0.8828 -1.3644 -1.6281 -0.6 -2.2 -1.9
C 0.4089 -1.3167 -1.4624 0.9 0.2 -0.1
C 0.3868 0.7701 -0.0555 2.9 -1.1 -3.5
C 2.3757 0.1350 -1.3162 3.2 -2.6 -0.5
C 1.1747 2.8028 -1.2052 1.5 -0.2 -0.6
N -3.4752 -2.4839 3.2904 1.0 1.0 -0.7
N -1.4103 1.2390 1.1888 -2.4 1.4 0.8
N -0.4940 0.3530 0.8496 0.2 -2.9 0.6
N -0.0547 -2.0972 1.1473 2.1 0.5 1.7
N 1.0288 -0.1262 -0.9063 -1.1 0.0 0.6
N 0.5987 2.0641 -0.1601 -1.1 -2.6 2.5
H -3.1216 1.0732 2.3384 -0.6 0.3 -0.2
H -1.3360 -2.2647 -2.1418 0.4 1.3 0.9
H -1.4633 -0.5215 -1.4092 -1.2 0.9 0.3
H 1.0754 -2.1449 -1.7916 -0.2 1.0 0.6
H 2.6808 0.1473 -2.4074 -1.3 0.6 1.0
H 2.7526 0.9524 -0.7606 0.5 0.9 0.1
H 3.0888 -0.7446 -0.9984 -1.5 1.3 -0.1
H 0.9948 2.1414 -2.1543 0.6 2.1 1.3
H 2.3033 2.9320 -0.8886 -2.1 0.2 -1.4
H 0.5829 3.7266 -1.0483 0.9 0.0 -1.5
H -0.4362 -2.9947 1.5975 0.7 2.2 -0.7
H 0.9967 -1.9093 1.3966 -2.6 -1.0 -0.7
H 0.1101 2.5222 0.5868 -0.1 0.7 0.3


No. 4
32
Properties=species:S:1:pos:R:3:forces:R:3 method="wB97M-V/def2-TZVPD" molar_mass_g_mol=375.73 charge=-1 e_tot_ev=-36896.9124
Pd 0.5479 -0.1538 0.0757 -0.3 0.0 0.4
N 1.0749 1.6823 1.3598 0.1 -0.1 -0.2
N 0.0203 1.9945 2.2391 0.0 0.0 0.0
C -1.2520 1.4331 1.9516 -0.1 -0.2 0.1
O -2.2289 2.0348 2.4239 0.1 0.1 0.0
O -1.2698 0.3738 1.2609 0.1 0.0 -0.1
H 1.9205 1.4831 1.8754 0.0 0.1 0.0
H 1.2213 2.4093 0.6626 0.0 0.0 0.0
H -0.0513 2.9686 2.4927 0.0 0.0 0.0
N 2.1658 -5.3759 2.0505 0.0 0.0 0.0
C 2.0465 -4.4718 1.3472 -0.1 0.0 0.0
C 1.9023 -3.3547 0.4563 0.0 -0.1 0.1
C 3.0515 -2.6061 0.0632 0.0 0.0 0.0
C 2.8594 -1.5355 -0.7558 0.1 0.0 -0.1
N 1.6649 -1.1799 -1.3205 0.1 0.0 0.1
C 0.5466 -1.9072 -0.9310 0.0 0.1 0.0
C 0.6692 -3.0015 -0.0081 0.0 0.0 -0.1
H 4.0317 -2.8747 0.4292 0.0 0.0 0.0
H 3.6971 -0.9103 -1.0483 0.0 0.0 0.0
H -0.2876 -1.9151 -1.6293 0.0 -0.1 0.0
H -0.2093 -3.5577 0.2908 0.0 0.0 0.0
C -2.7188 0.5078 -1.5760 0.0 0.0 -0.1
N -1.5883 1.3542 -1.9237 0.2 0.0 0.3
C -1.2866 2.4876 -1.2629 -0.1 0.0 -0.1
N -2.2281 2.9737 -0.4214 0.0 0.0 0.0
S 0.1702 3.2947 -1.5389 0.0 0.1 0.0
H -2.7380 -0.3261 -2.2751 0.0 0.0 0.0
H -3.6485 1.0670 -1.6951 0.0 0.0 0.0
H -2.6384 0.1318 -0.5533 0.0 0.0 0.0
H -0.7617 0.9016 -2.2875 -0.1 0.0 -0.1
H -2.7729 2.3146 0.1244 0.0 0.0 0.0
H -1.9099 3.7577 0.1239 0.0 0.0 0.0


No. 5
25
Properties=species:S:1:pos:R:3:forces:R:3 method="wB97M-V/def2-TZVPD" molar_mass_g_mol=167.21 charge=-1 multiplicity=2 s2=0.761 e_tot_ev=-15128.7740
C 1.6071 -0.4827 -2.4051 -0.7 -0.3 -0.3
C -1.8412 -0.6131 -0.7450 -0.6 -0.2 0.2
C -0.7590 -0.2359 -1.6317 -0.2 -0.3 0.4
C -1.5853 -1.3932 0.3459 1.2 0.4 0.1
C 0.5185 -0.7739 -1.3840 0.3 0.7 -0.2
C -0.2509 -1.6762 0.7404 -0.9 -0.4 0.3
C 0.7924 -1.4486 -0.2125 0.2 -0.3 -0.2
O -2.6229 -1.7995 1.1569 -0.4 0.1 0.3
H -2.8763 -0.2873 -0.8261 0.1 0.0 -0.5
H -0.9997 0.2479 -2.5703 0.2 0.1 0.0
H -2.2810 -2.5061 1.7142 0.1 0.0 0.0
H -0.0868 -2.1084 1.7229 0.2 -0.2 -0.1
H 2.2419 0.3763 -2.1765 0.1 -0.1 0.2
H 1.0925 -0.2437 -3.3373 0.1 0.1 -0.2
H 1.7701 -1.8844 -0.0245 0.1 0.2 -0.1
H 2.1953 -1.3768 -2.6226 0.3 0.1 0.2
C 1.3210 1.8802 0.8594 0.1 -0.6 -0.2
C 0.0052 2.3096 1.4431 -0.5 0.4 0.9
O -0.3331 3.4842 1.5521 0.2 -0.2 -0.3
N -0.6903 1.3115 2.0688 0.2 -0.2 -0.5
H -1.5919 1.5526 2.4521 0.1 0.1 -0.2
H -0.6135 0.3770 1.6586 0.0 0.0 0.2
H 1.5318 2.2550 -0.1404 -0.2 0.4 0.1
H 1.3902 0.7934 0.7954 0.0 0.0 0.1
H 2.0658 2.2421 1.5662 0.2 0.1 -0.1


No. 6
25
Properties=species:S:1:pos:R:3:forces:R:3 method="wB97M-V/def2-TZVPD" molar_mass_g_mol=167.21 charge=-1 multiplicity=2 s2=0.760 e_tot_ev=-15127.8506
C -1.6298 -1.0870 -1.6455 -1.0 -1.6 0.5
C -1.8325 -0.2876 0.6747 0.0 -1.7 0.3
C -1.1897 -1.1517 -0.2005 -0.1 2.0 -0.2
C -1.5425 -0.3345 2.0526 0.0 0.8 0.6
C -0.3880 -1.0389 2.5134 -0.3 0.5 -0.4
C 0.0509 -1.7556 0.2203 -1.1 0.5 -1.0
C 0.4108 -1.6449 1.5933 0.9 -0.9 -0.5
O -0.0535 -0.9392 3.8787 0.2 1.5 -0.9
H -2.6865 0.3161 0.3934 -0.1 -0.1 -0.4
H -2.2023 0.2250 2.7078 0.3 -0.1 0.3
H -1.0485 -0.4144 -2.2829 -0.1 -0.2 -0.2
H -2.7158 -0.9187 -1.6735 0.2 1.1 0.0
H 0.7105 -2.0107 -0.6059 0.4 -0.4 0.5
H -0.1826 -1.7835 4.2393 -0.2 -1.7 0.8
H 1.3589 -2.1496 1.7839 -0.1 0.3 0.8
H -1.7291 -2.1128 -2.0439 1.1 0.1 -0.4
C 1.5677 1.4654 -2.3069 -0.8 -0.8 0.3
C 1.8460 2.4113 -1.1724 0.3 1.0 -0.4
O 2.1643 3.5659 -1.4479 -0.1 0.0 0.1
N 1.7369 2.0224 0.1195 0.1 -0.9 -1.6
H 0.6597 1.7859 -2.8183 0.1 0.5 -0.1
H 1.2584 0.4621 -1.9906 0.7 -0.1 0.1
H 1.6032 2.7988 0.7146 -0.1 0.3 1.1
H 1.4446 1.0781 0.3141 -0.4 0.0 0.5
H 2.3887 1.4980 -3.0172 0.0 -0.2 0.0


No. 7
25
Properties=species:S:1:pos:R:3:forces:R:3 method="wB97M-V/def2-TZVPD" molar_mass_g_mol=167.21 e_tot_ev=-15121.7641
C 3.0918 -1.0094 0.0316 2.0 -2.8 -0.9
C 2.1151 -1.5014 -0.9141 -2.8 1.2 -1.2
C 2.8630 -0.1178 0.9702 -0.6 2.1 0.1
C 0.8135 -1.0274 -0.8904 2.4 -2.4 -2.0
C 1.5252 0.6492 0.7833 1.9 -1.3 0.0
C 0.4400 -0.1325 0.1003 1.1 2.1 1.5
C -2.8603 1.2766 -0.2039 1.8 -0.2 -0.9
C -2.4735 -1.0559 0.7926 -1.7 1.5 -0.9
C -1.9163 0.0349 -0.1971 -0.8 -0.2 0.3
N -0.6608 0.3567 0.4239 -2.3 0.9 0.2
O 1.8423 1.8356 -0.2456 0.3 -2.1 -0.9
O 0.7311 2.7265 -0.4334 -0.1 -0.2 -0.1
H 4.0711 -1.5599 -0.0342 -0.9 0.8 0.3
H 2.3219 -2.1608 -1.7656 0.5 0.1 0.7
H 3.7135 0.1435 1.6469 -1.3 0.1 -0.4
H 0.1217 -1.3524 -1.6594 -0.1 -0.1 0.2
H 1.0701 1.0574 1.6620 0.2 0.9 0.2
H -3.2270 1.5518 0.7585 -0.2 -0.2 0.9
H -2.2750 2.1486 -0.5544 -0.5 -0.4 -0.2
H -3.6943 1.0302 -0.8423 -0.3 0.2 -0.3
H -1.8654 -1.8847 0.5589 0.4 -1.5 0.4
H -3.5834 -1.2615 0.5716 1.7 0.2 0.4
H -2.3379 -0.6859 1.8381 -0.1 -0.4 -0.9
H -1.7823 -0.3598 -1.2651 -0.4 0.4 1.4
H 1.9559 1.2986 -1.1327 -0.3 1.5 2.0


No. 8
25
Properties=species:S:1:pos:R:3:forces:R:3 method="wB97M-V/def2-TZVPD" molar_mass_g_mol=167.21 smiles="Cc1ccc(O)cc1.CC(N)=O" e_tot_ev=-15129.0734
C 3.0407 3.7195 -1.0179 0.7 0.1 0.1
C 2.0494 2.7259 -0.4733 -0.8 0.0 0.1
O 2.3167 1.5891 -0.1432 0.4 -0.1 -0.1
N 0.7791 3.2167 -0.3807 0.0 0.3 0.0
H 0.0060 2.6585 -0.0394 0.3 0.0 -0.1
H 0.6401 4.2023 -0.5142 -0.2 -0.1 -0.1
H 2.9520 4.6738 -0.4917 0.0 -0.1 -0.1
H 2.9321 3.9143 -2.0845 -0.3 -0.1 0.0
H 4.0478 3.3245 -0.8803 -0.1 0.1 0.1
C -0.6422 -4.0401 1.3884 0.0 -0.9 -0.2
C -1.5057 -0.2485 -0.3170 -0.3 0.2 0.4
C -2.4577 -1.2459 -0.4087 0.0 -0.5 0.3
C -0.1870 -0.5628 -0.0314 -0.3 0.0 0.0
C -2.1191 -2.5331 0.0251 -0.2 0.8 0.8
C 0.1168 -1.8297 0.4499 0.2 0.8 -0.2
C -0.8653 -2.7987 0.5678 -0.7 -0.6 0.0
O -1.8399 1.0976 -0.2174 0.2 -0.1 -0.8
H -2.6491 1.2737 -0.7075 -0.1 0.0 0.0
H -3.5055 -1.0650 -0.6093 0.0 0.3 -0.1
H 0.5307 0.2418 -0.1012 0.3 -0.1 0.3
H -2.9580 -3.1654 0.2944 0.2 -0.4 -0.5
H 1.1097 -1.9352 0.8570 0.2 -0.5 0.0
H -1.5295 -4.5896 1.7217 -0.4 0.7 -0.1
H -0.1023 -3.7726 2.2935 0.4 -0.3 -0.1
H -0.1599 -4.8511 0.8199 0.6 0.5 0.2


No. 9
25
Properties=species:S:1:pos:R:3:forces:R:3 method="wB97M-V/def2-TZVPD" molar_mass_g_mol=167.21 smiles="Cc1ccc(O)cc1.CC(N)=O" e_tot_ev=-15128.4236
C 0.1578 -2.2946 3.5725 1.3 -1.8 -1.2
C -1.2022 -1.7247 3.6684 -1.1 2.4 0.6
O -1.9973 -1.8503 4.5755 0.4 -0.9 0.2
N -1.4664 -0.7276 2.7351 0.7 -0.4 -0.8
H -2.0121 0.0808 2.9643 -0.5 -0.3 0.3
H -0.8892 -0.6034 1.9212 0.2 -0.1 0.1
H 0.2863 -3.3730 3.7264 -0.8 0.1 0.2
H 0.8638 -1.8819 4.2737 -0.1 0.7 0.4
H 0.5811 -2.1465 2.5732 -0.1 0.2 0.1
C -1.2906 0.0844 -3.5250 1.8 -0.6 1.4
C 1.5171 1.3286 -0.6049 -0.3 0.4 0.8
C 0.3259 2.0261 -0.7215 -0.1 0.8 -1.0
C 1.9784 0.5929 -1.6698 0.7 -0.2 -0.4
C -0.4656 1.7897 -1.8521 -0.9 -1.5 0.8
C 1.1890 0.3483 -2.7803 -1.4 0.0 0.7
C -0.1747 0.7657 -2.7548 1.4 1.0 -0.2
O 2.2597 1.3047 0.5525 0.0 0.2 -0.2
H 1.7319 1.7002 1.2539 0.1 0.1 0.0
H 0.0156 2.8610 -0.0919 0.2 -0.5 0.4
H 2.9892 0.2024 -1.5878 -0.2 -0.1 -0.1
H -1.5105 2.1148 -1.8159 0.4 0.4 -0.2
H 1.5901 -0.2889 -3.5501 -0.1 -0.2 -0.2
H -1.8318 0.7430 -4.1753 -0.4 0.1 -0.4
H -1.8864 -0.3027 -2.6715 -0.3 -0.1 -1.1
H -0.7592 -0.7492 -4.0157 -0.9 0.2 -0.3